(1)
C12H8MgN4O3Te | ωB97M-V/def2-TZVPD

Computed properties:
LUMO = -0.0279 Ha
Multiplicity = 1
Frontier orbital gap = 7.509 eV

Geometry as XYZ:
```
29
Properties=species:S:1:pos:R:3:forces:R:3
Mg -0.243939 0.760296 0.133999 -0.53 0.14 0.69
O 2.437317 -2.250815 -0.366216 0.03 -0.08 -0.07
C 1.728164 -1.334908 -0.022951 -0.26 0.12 0.09
N 0.451679 -1.009700 -0.401483 0.31 -0.55 -0.33
C -0.261959 -1.711336 -1.338742 -0.02 0.17 0.24
O 0.051341 -2.664572 -2.011559 0.07 -0.08 -0.01
C -1.679259 -1.140094 -1.486640 0.09 0.22 0.28
C -2.574918 -1.762670 -2.332519 -0.04 -0.04 -0.05
C -3.859662 -1.256783 -2.428801 -0.05 0.00 -0.01
C -4.208248 -0.145599 -1.676678 -0.08 -0.03 -0.03
C -3.254371 0.432506 -0.861458 0.24 -0.06 0.00
N -2.009719 -0.049331 -0.763129 -0.11 -0.30 -0.37
C 2.252094 -0.354943 1.036115 -0.35 0.15 0.00
C 3.508568 -0.551239 1.572867 0.05 -0.03 0.01
C 3.954162 0.314319 2.556029 0.04 0.03 0.05
C 3.128558 1.346581 2.973726 0.05 0.00 0.05
C 1.887312 1.487830 2.383089 -0.06 -0.13 -0.21
N 1.449546 0.658747 1.427333 0.51 -0.23 0.05
H -2.239819 -2.626627 -2.888315 0.00 0.00 0.01
H -4.584350 -1.725239 -3.082570 0.01 0.01 0.01
H -5.202927 0.275955 -1.721040 0.02 -0.01 0.00
H -3.468887 1.314477 -0.272394 0.02 0.03 0.02
H 4.096758 -1.380025 1.206094 0.00 0.00 0.01
H 4.935004 0.184742 2.995695 -0.02 0.00 0.00
H 3.437886 2.038959 3.744219 0.00 -0.01 -0.01
H 1.214121 2.287578 2.660763 -0.04 0.03 -0.01
O -0.050587 3.305958 -0.803578 0.21 -0.09 -0.31
N 0.394389 2.242245 -1.203982 0.02 0.70 -0.22
Te -1.288255 3.313688 0.972128 -0.11 0.03 0.18
```
Positions in Å, forces in eV/Å.

Let us look at the Löwdin charges, expressed in e, one per atom: Mg 0.385; O 0.108; C -0.429; N 0.043; C -0.429; O 0.108; C -0.161; C 0.012; C -0.036; C -0.043; C -0.121; N 0.038; C -0.160; C 0.012; C -0.036; C -0.043; C -0.120; N 0.037; H 0.124; H 0.114; H 0.110; H 0.063; H 0.124; H 0.114; H 0.110; H 0.062; O -0.602; N -0.065; Te 0.682


(2)
C5H8 | ωB97M-V/def2-TZVPD

Computed properties:
LUMO = 0.0418 Ha
Multiplicity = 1
Frontier orbital gap = 11.058 eV

Geometry as XYZ:
```
13
Properties=species:S:1:pos:R:3:forces:R:3
C -1.628171 -1.310921 1.304638 0.29 0.17 -0.19
C -0.658074 -0.729179 0.891925 -0.53 -0.05 0.07
C 0.372856 0.128107 0.287596 0.21 -0.37 0.07
C 1.148018 -0.667602 -0.795852 -0.03 0.06 0.02
C -0.320868 1.412085 -0.210685 -0.12 -0.04 0.07
H -2.521912 -1.790746 1.631757 0.19 -0.05 0.06
H 1.097962 0.411807 1.066641 -0.25 -0.12 -0.09
H 1.408612 -1.673051 -0.433834 -0.09 0.36 -0.02
H 0.537093 -0.794892 -1.697392 0.06 0.06 0.18
H 2.082306 -0.167005 -1.078517 -0.25 0.03 0.05
H 0.408471 2.219037 -0.308463 -0.10 -0.03 -0.19
H -1.093940 1.723375 0.509520 0.38 -0.05 -0.21
H -0.832351 1.238984 -1.167335 0.23 0.04 0.18
```
Positions in Å, forces in eV/Å.

Let us look at the Löwdin charges, expressed in e, one per atom: C 0.114; C -0.143; C -0.436; C -0.078; C -0.077; H 0.022; H 0.133; H 0.078; H 0.078; H 0.074; H 0.074; H 0.080; H 0.082


(3)
C5H13N | ωB97M-V/def2-TZVPD

Computed properties:
LUMO (alpha / beta) = 0.1524 / 0.1515 Ha
Total charge = -1
Multiplicity = 2
Frontier orbital gap (alpha / beta) = 2.629 / 9.379 eV

Geometry as XYZ:
```
19
Properties=species:S:1:pos:R:3:forces:R:3
C 0.454335 1.226589 0.940659 -1.58 2.29 3.12
C 0.154985 -0.104064 0.351918 1.69 -1.53 -1.20
C 1.485557 -0.953801 0.416534 -0.98 -0.65 2.74
C -0.278203 -0.079822 -1.122641 -2.36 -0.11 0.53
C -1.200097 -1.425726 -1.250129 1.84 -0.10 -2.65
N -0.669363 2.167939 0.605384 3.04 -2.69 -1.97
H 0.610651 1.117664 2.107880 -0.53 -0.12 -1.70
H 1.368480 1.771655 0.749114 0.38 -0.59 -0.98
H -0.540909 -0.778828 0.925628 0.11 1.57 -0.27
H 2.226101 -0.388286 0.979773 0.46 0.34 -0.67
H 1.274980 -1.694900 1.270662 0.44 0.13 -1.54
H 1.850265 -1.424237 -0.499274 -0.16 0.14 0.24
H 0.588737 0.267958 -1.715682 0.03 -1.73 -0.28
H -0.927439 0.753815 -1.461471 -0.26 -0.29 1.07
H -1.469783 -1.553180 -2.355847 0.50 -0.20 1.26
H -0.601290 -2.350800 -0.911101 -1.10 1.35 -0.42
H -2.203649 -1.371647 -0.781975 0.95 0.36 0.36
H -1.485061 1.752859 0.851586 -3.09 -1.25 0.94
H -0.638296 3.066804 0.898977 0.62 3.07 1.43
```
Positions in Å, forces in eV/Å.

Let us look at the Löwdin charges, expressed in e, one per atom: C -0.455; C -0.473; C -0.259; C -0.254; C -0.174; N -0.002; H 0.058; H 0.055; H 0.104; H 0.010; H 0.043; H 0.046; H 0.098; H 0.074; H 0.051; H 0.063; H 0.047; H -0.006; H -0.025


(4)
C8H18N2O | ωB97M-V/def2-TZVPD

Computed properties:
LUMO = 0.0293 Ha
Multiplicity = 1
Frontier orbital gap = 9.833 eV

Geometry as XYZ:
```
29
Properties=species:S:1:pos:R:3:forces:R:3
C 2.130741 1.066720 1.045966 -2.49 -1.46 -3.45
C 2.182843 0.161600 -0.219857 -0.85 1.43 -0.27
C 0.918117 -0.252280 -0.907387 -2.87 0.59 -1.22
C 1.212088 -1.394043 -1.827742 3.11 -2.50 -0.32
N -0.263338 -0.438492 -0.024387 0.63 -0.32 0.44
N -0.188794 -1.005126 1.160605 2.06 -2.09 -0.35
O 0.857398 -1.674965 1.341075 -1.52 1.22 0.03
C -1.604871 0.042942 -0.274603 -0.19 1.68 0.77
C -2.236290 -0.520361 -1.591592 4.85 0.20 -0.30
C -1.686211 1.606017 0.086101 -1.59 -2.75 -0.50
C -1.476612 2.003012 1.532299 -1.57 3.41 -0.12
H 1.498724 1.848125 0.608779 0.20 0.67 1.08
H 1.543133 0.419194 1.721955 1.13 1.07 0.57
H 3.138974 1.349740 1.129247 1.00 0.56 1.38
H 2.715244 0.529491 -1.069920 0.92 1.10 -0.29
H 2.664014 -0.719415 -0.023236 1.30 -2.23 0.99
H 0.500782 0.436236 -1.729643 0.60 0.23 1.84
H 0.280921 -1.981314 -2.204356 2.04 0.73 0.82
H 1.771218 -0.924796 -2.683803 -0.90 -0.57 0.30
H 2.232334 -2.002575 -1.327515 -3.60 0.69 -1.39
H -2.078618 -0.360299 0.602393 -0.93 -0.61 -0.03
H -1.420692 -0.309839 -2.482084 -2.64 0.35 1.70
H -3.223097 -0.110617 -1.640977 -0.53 -0.27 -0.83
H -2.040699 -1.614832 -1.557737 -1.27 0.47 0.24
H -0.882774 2.081066 -0.366399 1.02 0.99 -1.91
H -2.696103 1.916449 -0.245561 0.76 0.39 -0.11
H -1.150722 3.164253 1.299748 -0.61 -2.70 1.64
H -2.446577 2.041419 2.139463 1.36 -0.15 -0.80
H -0.739148 1.461098 2.088405 0.58 -0.13 0.10
```
Positions in Å, forces in eV/Å.

Let us look at the Löwdin charges, expressed in e, one per atom: C -0.037; C -0.246; C -0.386; C -0.081; N -0.098; N -0.027; O -0.076; C -0.332; C -0.026; C -0.218; C -0.120; H 0.070; H 0.061; H 0.060; H 0.112; H 0.052; H 0.155; H 0.101; H 0.080; H 0.156; H 0.118; H 0.118; H 0.061; H 0.075; H 0.058; H 0.116; H 0.131; H 0.088; H 0.035


(5)
C12H14BrIN2Tc | ωB97M-V/def2-TZVPD

Computed properties:
LUMO (alpha / beta) = -0.3905 / -0.3867 Ha
Total charge = +2
Multiplicity = 4
Frontier orbital gap (alpha / beta) = 5.240 / 5.351 eV

Geometry as XYZ:
```
31
Properties=species:S:1:pos:R:3:forces:R:3
C 0.515134 -1.147995 3.177614 -1.78 1.83 5.54
C -0.910468 0.052708 2.948959 -1.31 0.98 4.51
H 0.046318 -1.836188 3.887358 0.11 -0.27 -0.60
H 0.993823 -0.419582 3.853814 0.44 -0.27 -0.63
H 1.300212 -1.668601 2.653294 0.56 -0.26 -1.81
H -1.947674 -0.145967 2.493378 0.91 -0.06 -0.05
H -1.213753 -0.287634 3.970792 0.05 0.48 -0.57
H -0.582011 1.105976 3.067927 -0.12 -0.65 -0.33
C 1.015984 -2.233285 -1.558563 0.11 -0.23 -0.13
C 1.014813 -2.728338 -2.857592 -0.16 0.31 0.10
C 0.024974 -2.318405 -3.752234 0.02 -0.17 0.13
C -0.913693 -1.386091 -3.337902 -0.15 0.49 1.40
H 1.771355 -2.517131 -0.827512 -0.13 -0.11 -0.24
H 1.787467 -3.420011 -3.138657 0.11 -0.17 -0.17
H -0.028924 -2.731348 -4.757259 0.11 0.09 0.20
H -1.733313 -1.034763 -3.969491 0.54 -0.25 0.05
N 0.095453 -1.374633 -1.140028 -0.58 0.81 1.01
C -0.831087 -0.905370 -2.004623 0.11 -0.63 -0.58
C -1.666249 0.192364 -1.484436 -0.18 -0.07 -0.36
N -1.470260 0.534459 -0.183398 0.57 -0.05 0.77
C -1.990498 1.695679 0.247465 -0.20 -0.05 -0.03
C -3.107850 2.098305 -1.845717 0.11 -0.65 -0.17
C -2.813657 2.476765 -0.547964 0.19 0.17 0.52
H -1.718157 1.994853 1.253189 -0.24 0.08 -0.15
H -3.215718 3.379505 -0.116634 -0.04 0.13 -0.03
C -2.516061 0.936916 -2.331917 0.44 -0.32 0.89
H -2.686336 0.579537 -3.343520 0.07 0.28 0.23
H -3.777543 2.676382 -2.472196 0.09 0.02 0.09
Tc -0.194964 -0.751628 1.294990 1.18 -0.62 -9.71
I -1.471243 -2.979157 1.366958 0.06 0.04 -0.03
Br 1.672841 0.873394 0.963315 -0.89 -0.87 0.17
```
Positions in Å, forces in eV/Å.

Let us look at the Löwdin charges, expressed in e, one per atom: C -0.315; C -0.327; H 0.069; H 0.100; H 0.072; H 0.097; H 0.120; H 0.085; C -0.121; C 0.004; C 0.006; C 0.041; H 0.124; H 0.125; H 0.137; H 0.124; N -0.031; C -0.204; C -0.173; N 0.001; C -0.101; C 0.019; C -0.002; H 0.106; H 0.131; C 0.050; H 0.124; H 0.140; Tc 0.842; I 0.556; Br 0.203


(6)
C16H10BIO2ReSbSe4 | ωB97M-V/def2-TZVPD

Computed properties:
LUMO (alpha / beta) = -0.3264 / -0.3217 Ha
Total charge = +2
Multiplicity = 1
Frontier orbital gap (alpha / beta) = 5.125 / 5.255 eV

Geometry as XYZ:
```
36
Properties=species:S:1:pos:R:3:forces:R:3
Re 0.140538 -1.298687 -2.212003 -3.50 -0.85 -1.23
I 2.623457 -0.755882 -2.725277 0.57 -0.04 -0.06
C 2.350610 1.093891 -1.835848 1.50 -0.08 -0.32
C 3.499127 1.821536 -1.561530 -0.02 -0.18 0.49
C 3.299920 3.053984 -0.914720 0.72 0.71 -0.04
C 2.060943 3.630289 -0.770191 0.40 0.61 0.16
C 0.918828 2.834536 -1.085063 -0.33 -0.21 -0.11
C -0.360419 3.368053 -0.879033 -1.19 -1.76 -0.50
C -1.539107 2.596593 -1.101858 1.45 0.21 -0.13
C -1.419003 1.268228 -1.487184 2.26 -0.10 0.10
C -0.125965 0.676368 -1.752642 -1.13 -0.35 0.28
C 1.032318 1.456954 -1.575157 0.65 2.60 0.69
H 4.572125 1.501602 -1.738185 -1.68 0.11 0.04
H 4.191371 3.580387 -0.580910 -0.20 0.09 -0.19
H 2.023498 4.732316 -0.429681 -0.36 -2.10 -0.44
H -0.404603 4.358282 -0.498311 -0.33 0.75 0.19
H -2.510268 3.012740 -0.955695 -0.42 0.34 0.19
H -2.209370 0.539011 -1.513135 -0.65 0.70 0.17
Se -3.023376 -3.579790 -2.598510 0.23 0.10 -0.29
Sb -1.063551 -5.056812 -2.149275 -0.12 0.15 -0.20
Se -2.249966 -1.370094 -2.877859 2.48 -0.88 0.67
Se 1.000520 -3.919742 -3.328096 -0.98 0.67 1.35
Se 0.601436 -3.327453 -0.954091 0.86 -1.23 -1.18
O -1.668594 -0.980379 0.443804 0.03 0.12 0.02
B -0.435846 -1.171058 -0.124932 -0.40 0.71 0.28
O 0.530614 -1.494170 0.822129 0.02 0.08 0.23
C -0.166371 -1.547567 2.025117 -0.84 -0.92 1.08
C 0.231889 -2.083635 3.244570 0.81 0.63 0.17
C -0.702469 -2.157760 4.275990 -1.76 0.78 -1.23
C -2.004938 -1.619210 4.056621 1.77 0.15 -1.62
C -2.409942 -1.102579 2.828156 -0.45 0.40 0.12
C -1.490932 -1.220881 1.822714 0.60 0.46 -1.24
H 1.292154 -2.251139 3.403346 -0.14 -0.50 0.08
H -0.545028 -2.610968 5.227827 0.66 -0.05 0.44
H -2.690813 -1.450610 4.806495 -1.13 -0.23 1.95
H -3.348804 -0.526358 2.692412 0.59 -0.89 0.08
```
Positions in Å, forces in eV/Å.

Let us look at the Löwdin charges, expressed in e, one per atom: Re 0.397; I 1.288; C -0.587; C -0.093; C -0.059; C 0.021; C -0.134; C 0.060; C 0.009; C -0.108; C -0.335; C -0.249; H 0.145; H 0.125; H 0.170; H 0.121; H 0.116; H 0.000; Se 0.095; Sb 0.662; Se 0.425; Se 0.161; Se 0.364; O 0.143; B -0.886; O 0.017; C -0.183; C 0.025; C -0.019; C -0.030; C 0.024; C -0.165; H 0.131; H 0.110; H 0.090; H 0.149


The records above yield relative energy (zero: lowest compared OMol25 entry of this formula, charge and spin) values of 1.6179 1.3374 2.0329 5.1805 0.5370 0.0000 eV, respectively.